C24H32CrN2O4SSi2Te2 as an isolated structure. Source: OMol25; level of theory: wB97M-V/def2-TZVPD.

Structure (XYZ):
```
68
Properties=species:S:1:pos:R:3:lowdin_charge:R:1
Te 0.035 -17.214 -4.818 0.90
Te 0.705 -17.608 -7.662 0.09
Cr 3.415 -18.269 -7.595 0.36
S 7.819 -17.537 -7.643 0.98
Si 1.886 -20.063 -2.856 0.34
Si -0.462 -15.250 -1.922 0.47
O 4.006 -20.606 -11.249 0.07
O 2.249 -20.900 -4.421 -0.13
O 3.806 -18.726 -9.877 0.04
O 3.484 -19.272 -5.468 0.01
N 4.043 -16.364 -6.713 0.02
N 2.980 -20.331 -7.870 0.05
C 2.987 -20.852 -9.121 -0.13
C -2.212 -16.038 -2.269 -0.23
C 5.435 -16.344 -6.631 -0.21
C 2.809 -20.302 -5.501 -0.44
C 3.655 -19.919 -10.094 -0.43
C 3.843 -14.548 -5.157 -0.06
C 3.636 -19.397 -2.655 -0.16
C 1.314 -21.780 -2.217 -0.17
C 0.343 -19.062 -3.487 -0.44
C 2.679 -22.268 -9.336 0.02
C 2.265 -22.384 -6.972 0.02
C 5.264 -14.483 -5.048 -0.06
C -0.166 -15.440 -0.086 -0.19
C 2.622 -21.050 -6.787 -0.14
C 6.286 -19.531 -8.329 -0.19
C 3.292 -15.519 -5.976 -0.15
C 2.220 -22.964 -8.246 -0.07
C -0.509 -13.469 -2.442 -0.20
C 5.421 -18.567 -7.745 -0.27
C 7.578 -19.099 -8.310 -0.45
C 6.034 -15.293 -5.861 -0.03
C 0.933 -16.066 -3.085 -0.51
C 6.116 -17.529 -7.212 -0.51
C 1.492 -19.231 -0.933 -0.24
H -1.417 -13.096 -1.896 0.04
H 1.667 -15.345 -3.522 -0.03
H 0.436 -19.163 -0.613 0.00
H 4.198 -19.721 -3.497 -0.01
H 3.263 -13.790 -4.690 0.09
H 1.555 -16.839 -2.607 -0.04
H 2.003 -19.775 -0.153 -0.02
H 1.849 -22.110 -1.343 0.01
H -1.028 -15.863 0.421 0.02
H 5.737 -13.800 -4.353 0.10
H 0.664 -16.135 0.221 0.04
H 1.392 -22.591 -2.935 0.00
H 5.940 -20.524 -8.686 0.11
H -0.320 -19.765 -4.017 -0.01
H 0.300 -21.811 -1.841 0.02
H 1.896 -23.006 -6.116 0.14
H 0.253 -12.729 -2.230 0.03
H 8.508 -19.653 -8.491 0.06
H -0.728 -13.385 -3.450 -0.01
H -2.250 -17.130 -2.314 0.01
H 1.810 -24.014 -8.315 0.13
H 2.207 -15.627 -6.011 0.01
H 3.539 -18.309 -2.785 0.03
H -2.598 -15.692 -3.268 0.02
H 0.010 -14.526 0.445 0.00
H 7.100 -15.143 -5.927 0.09
H -2.940 -15.790 -1.469 0.02
H 4.063 -19.597 -1.677 0.03
H 4.477 -20.001 -11.882 0.14
H 2.786 -22.676 -10.362 0.12
H -0.176 -18.645 -2.659 -0.06
H 1.920 -18.199 -0.863 -0.01
```

- Kohn-Sham gap (spin up / spin down): 4.5 / 4.8 eV
- E_HOMO (spin up / spin down): -2.822 / -3.354 eV
- Lowest unoccupied orbital energy (spin up / spin down): 1.69 / 1.47 eV
- 2S+1: 4
- Total charge: -1